C42H51N10O2PTl as an isolated structure, computed with ωB97M-V/def2-TZVPD.

The geometry in XYZ format:
```
107
Properties=species:S:1:pos:R:3:forces:R:3
H 3.250466 -0.767415 1.456826 0.025 0.049 0.044
H 5.744935 1.071330 0.157780 0.002 -0.007 -0.005
P 1.560257 1.025069 -2.276506 0.015 -0.060 -0.030
H 0.466554 3.277851 5.781846 0.004 0.000 -0.009
H 0.644996 3.244059 -2.491506 -0.005 -0.007 -0.001
H -4.104692 0.653340 -2.845117 -0.009 0.025 0.010
N -2.546114 -1.219643 1.336137 -0.053 0.023 -0.022
C -0.890822 1.805846 4.996971 0.025 0.014 -0.006
H -1.827625 -2.661546 4.763015 0.013 -0.002 -0.002
C -3.593447 -0.288771 -2.767454 0.004 0.006 0.001
H -3.068486 -2.301711 3.564437 0.023 -0.001 -0.017
H 2.413384 -0.645900 3.561755 0.019 0.005 0.051
N -1.084154 -2.066184 2.914014 -0.004 -0.044 0.120
H 0.471145 -2.582159 -5.421729 -0.002 0.006 -0.001
C 3.082963 -1.604865 0.801913 0.045 -0.046 -0.036
H -1.961162 0.934451 -5.682749 0.003 -0.002 0.005
H -2.158837 6.209337 0.511835 -0.002 -0.002 0.002
C -0.216715 0.748026 2.911602 -0.024 -0.011 -0.016
C 1.016579 -0.968190 -4.133957 0.015 -0.012 -0.007
H 4.926658 -2.578575 1.286371 -0.012 -0.006 0.009
N 4.096105 1.775590 1.218042 -0.026 0.084 0.025
C 3.190038 1.375085 2.175547 0.127 -0.087 0.044
C 0.282278 -2.227147 3.375707 -0.022 0.033 0.072
C 0.247711 -1.568651 -5.118082 0.027 -0.008 0.028
C -2.325448 4.250054 -0.344475 0.001 0.035 0.006
C -2.445135 1.940400 -1.276339 0.014 0.022 0.015
C -0.819514 -0.884053 -5.677741 -0.022 0.020 -0.002
N -0.531382 2.744759 0.091832 -0.065 -0.042 0.078
H 3.777772 0.765496 -1.414189 0.023 -0.008 0.024
H 5.040170 2.583811 3.436925 -0.013 0.015 -0.013
C 3.751004 -3.675931 -0.156895 -0.001 -0.005 0.004
H 2.550931 0.359460 5.014445 -0.016 0.026 -0.020
H 4.346046 3.826744 0.803054 -0.018 0.014 0.007
C 3.839272 2.944065 0.396940 -0.046 -0.072 0.051
C 5.472151 1.314689 1.186890 -0.029 0.052 0.080
C -1.135596 0.937114 3.948933 -0.038 -0.005 0.018
H 2.279871 3.282700 -1.832202 -0.024 -0.005 -0.015
C 4.761496 1.720003 4.033509 0.074 -0.008 0.125
H 1.826831 -1.532615 -3.689450 -0.013 0.010 -0.027
C -3.124953 -2.502288 0.960695 -0.010 -0.021 -0.025
C 0.717723 0.321909 -3.703176 -0.074 0.027 0.033
H 4.360510 2.081238 4.986423 0.009 0.004 -0.028
H -4.272263 -0.130650 1.789551 -0.003 0.010 -0.003
Tl 0.090066 0.286228 -0.272280 0.116 0.171 0.075
O 0.342072 -3.529864 -2.372590 -0.023 0.027 0.033
H -2.875427 0.856952 1.304361 0.022 -0.001 0.012
N 1.920978 1.343596 1.888470 -0.147 0.020 -0.023
H -1.430018 -1.360150 -6.433580 0.003 0.004 0.000
H 0.475175 -1.601767 4.253176 -0.008 -0.024 -0.003
C 3.263188 0.405019 -2.304115 0.004 0.045 0.022
C -0.360777 1.006076 -4.267785 0.033 -0.018 -0.004
H 4.452888 -4.492760 -0.264877 -0.006 0.007 0.000
N -1.812083 0.768305 -1.404089 0.008 -0.115 -0.038
C -3.493766 -2.634660 -3.254852 0.012 0.039 -0.001
C -2.386248 -0.344811 -2.059738 -0.036 0.046 0.020
H -3.965038 -2.779953 1.601975 0.012 -0.010 -0.004
H -0.632849 1.995277 -3.922642 0.003 0.010 -0.007
H 2.298681 -4.450622 -1.562889 0.004 0.010 -0.001
C -1.119786 0.404463 -5.256774 -0.002 -0.004 -0.017
C -2.093098 -2.757377 3.708731 0.014 0.005 0.003
H 0.040376 5.687744 1.592537 0.002 -0.003 -0.003
C -1.706446 -1.587407 -1.987676 0.074 -0.058 0.026
H -2.084658 0.412508 3.906550 0.014 -0.002 0.011
C 1.185774 2.393587 3.968344 0.008 0.009 0.039
C 4.015916 -2.620778 0.704194 -0.023 0.036 -0.013
C 1.640664 2.811069 -2.575901 0.032 -0.015 0.016
C -2.288624 -2.712352 -2.575551 -0.015 -0.034 -0.019
H 0.973268 -1.958338 2.580773 -0.031 -0.004 -0.037
C -0.479756 4.953809 0.992742 -0.022 0.018 -0.026
H 3.782089 0.738119 -3.203490 -0.012 0.000 -0.003
C 0.991124 1.464487 2.941404 0.024 -0.010 -0.098
H 1.003203 3.424157 1.272336 -0.001 -0.009 0.007
H 0.431925 -3.270432 3.648500 0.032 -0.035 -0.022
O -3.548855 2.271836 -1.704903 -0.020 -0.014 -0.036
C 0.409341 -2.625777 -1.540411 -0.109 -0.017 0.010
C 0.276076 2.557813 4.997162 -0.032 -0.039 -0.007
H 2.082857 3.002967 3.949592 0.012 -0.012 -0.012
C -1.404127 -1.104356 2.032981 -0.107 -0.037 -0.115
N -0.579898 -0.065593 1.817608 0.149 0.192 0.039
C 2.570451 -3.664087 -0.874764 0.008 -0.026 -0.034
H 6.165809 2.081660 1.546115 0.037 -0.036 -0.019
C 3.102602 -0.073744 4.175389 0.046 -0.030 -0.058
H -2.149137 -3.817121 3.455843 -0.006 0.005 -0.002
N 3.749459 0.931159 3.354482 -0.061 0.027 -0.155
H -1.778086 -3.657821 -2.509369 0.001 0.012 0.010
H 2.036797 2.996591 -3.574717 -0.006 0.010 0.002
C 1.687616 -2.599535 -0.715165 -0.001 -0.014 0.047
N -0.486382 -1.663976 -1.270332 -0.002 -0.071 -0.063
H -3.482830 -2.417095 -0.065616 0.008 -0.016 -0.001
H 3.864365 -0.751254 4.569590 0.013 0.034 -0.007
C -1.700219 5.236050 0.396223 0.018 -0.011 0.006
H 4.219311 2.790973 -0.614490 0.010 -0.046 -0.003
H -3.783057 -0.066475 0.087525 0.005 0.022 -0.028
H -3.912511 -3.526501 -3.703377 0.001 0.005 0.008
H -1.624940 1.927530 5.782128 0.001 -0.008 -0.007
C -4.137591 -1.415952 -3.364020 0.022 -0.019 0.018
H 2.771623 3.127722 0.348131 0.003 0.017 0.005
H -3.279231 4.399041 -0.827551 0.000 -0.003 0.000
H -5.071029 -1.330386 -3.905721 0.006 0.006 0.005
C 0.064238 3.696330 0.813924 -0.026 0.021 -0.027
H 5.661256 1.135372 4.244409 -0.041 -0.011 -0.020
C -1.711313 3.010056 -0.472981 0.058 -0.047 -0.007
C -3.416368 -0.065235 1.111229 0.050 -0.023 0.005
N 1.940803 -1.586509 0.113161 -0.037 0.010 -0.064
H -2.362400 -3.277135 0.994484 -0.001 0.005 0.010
H 3.262363 -0.683729 -2.268867 -0.012 0.008 0.007
H 5.588295 0.425327 1.800041 -0.009 -0.016 -0.018
```
Forces are in eV/Å.

The electronic energy comes out at -2842.80182 Ha. The value obtained for the frontier orbital gap is 7.21 eV. As for the energy relative to the best compared isomer or geometry (same formula, charge and spin): 2.4 kJ/mol. As for the HOMO energy: -9.38 eV. Its total charge is +1. The calculation puts the LUMO energy at -2.17 eV.